{
  "formula": "C13H16BiCl2N3",
  "method": "ωB97M-V/def2-TZVPD",
  "symbols": ["Bi", "N", "C", "C", "C", "N", "H", "H", "H", "H", "H", "H", "H", "H", "H", "H", "N", "C", "C", "C", "C", "C", "C", "C", "C", "C", "H", "H", "H", "H", "Cl", "C", "Cl", "H", "H"],
  "xyz": [[14.2131, 4.5119, 2.8901], [12.2333, 3.7454, 4.3787], [11.6131, 4.2741, 5.7312], [11.6677, 5.7941, 5.7056], [13.1047, 6.3045, 5.5913], [13.6591, 6.4214, 4.1726], [11.4978, 4.0481, 3.6853], [12.0981, 2.7467, 4.1970], [12.2472, 3.8091, 6.4612], [10.5835, 4.0162, 5.9190], [11.0643, 6.1237, 6.5640], [11.1264, 6.1177, 4.8017], [13.7744, 5.5638, 6.0162], [13.2941, 7.2716, 6.0051], [14.6699, 6.5716, 4.3700], [13.3034, 7.2522, 3.7044], [22.0914, 8.8642, 4.9741], [21.3080, 8.1132, 4.5920], [20.2123, 7.2509, 4.2679], [20.2607, 5.8345, 3.9590], [19.0965, 5.1539, 3.9962], [17.9023, 5.8040, 4.4167], [17.8770, 7.1770, 4.7296], [19.0101, 7.9001, 4.6367], [16.7335, 5.0346, 4.3089], [15.7971, 4.2027, 4.2982], [21.1778, 5.4268, 3.7247], [19.0625, 4.0526, 3.7726], [16.9496, 7.5192, 5.1599], [19.0792, 8.9251, 4.7840], [7.0711, 5.2270, 6.0298], [7.3274, 4.8403, 4.3864], [8.6879, 5.8475, 3.7008], [6.5057, 5.1783, 3.8242], [7.5622, 3.8134, 4.1992]],
  "nbo_charge": [1.741, -0.881, -0.193, -0.461, -0.212, -0.855, 0.397, 0.417, 0.221, 0.245, 0.285, 0.231, 0.214, 0.240, 0.420, 0.430, -0.174, 0.205, -0.030, -0.161, -0.106, -0.222, -0.130, -0.154, 0.101, -0.558, 0.255, 0.250, 0.215, 0.254, 0.049, -0.371, -0.122, 0.236, 0.223],
  "molar_mass_g_mol": 494.2,
  "energy_ev": -49075.2040,
  "e_homo_ha": -0.55360,
  "homo_lumo_gap_ha": 0.2146,
  "charge": 2,
  "multiplicity": 1,
  "de_lowest_kj_mol": 0.0
}



{
  "formula": "C13H16Br6Cl6O9",
  "method": "ωB97M-V/def2-TZVPD",
  "symbols": ["C", "Br", "Br", "Br", "H", "C", "Br", "Br", "Br", "H", "C", "Cl", "Cl", "Cl", "H", "C", "Cl", "Cl", "Cl", "H", "C", "C", "O", "C", "O", "O", "H", "H", "H", "H", "C", "C", "O", "C", "O", "O", "H", "H", "H", "H", "C", "C", "O", "C", "O", "O", "H", "H", "H", "H"],
  "xyz": [[2.0352, 1.3471, 4.2820], [2.6774, 2.6390, 5.6070], [2.0165, -0.5139, 5.0630], [3.0180, 1.5037, 2.6200], [0.9785, 1.4757, 4.0474], [-4.4450, 3.9289, -0.0533], [-4.5792, 4.6044, -1.9024], [-5.6797, 2.3174, 0.1755], [-4.7294, 5.2818, 1.3756], [-3.4686, 3.5097, 0.1896], [-3.3251, -0.7333, 3.6157], [-1.6199, -1.1696, 3.0852], [-4.1125, -2.2905, 3.8285], [-4.0684, 0.4124, 2.3892], [-3.0773, -0.3382, 4.6009], [-2.3179, -3.3557, -2.5326], [-1.5158, -2.0196, -1.8493], [-2.2656, -3.0416, -4.3191], [-3.9939, -3.4361, -1.8638], [-1.8113, -4.3039, -2.3526], [0.6691, 0.5681, -0.1172], [-0.7656, 0.7019, -0.3654], [-0.9661, 2.1480, -0.3996], [0.1253, 2.7370, -0.5285], [0.2679, 3.9628, -0.6652], [1.1167, 1.9090, -0.3119], [1.1186, -0.0668, -0.8808], [0.8484, 0.3697, 0.9394], [-1.2363, 0.1119, 0.4210], [-1.0557, 0.3017, -1.3369], [-0.3760, -4.5185, 0.6951], [0.8581, -5.1492, 1.2673], [1.8108, -4.0303, 1.2432], [1.1330, -2.8862, 1.2310], [1.6208, -1.7960, 1.3210], [-0.1054, -3.0495, 0.7837], [-1.2785, -4.7992, 1.2380], [-0.5949, -4.8615, -0.3161], [1.1826, -6.0207, 0.6988], [0.6538, -5.4220, 2.3027], [3.1592, 3.1536, -2.9654], [4.2894, 2.7536, -3.8144], [4.2950, 1.3971, -3.6967], [3.1158, 0.9788, -3.1618], [2.7971, -0.2094, -2.8677], [2.2625, 2.0321, -3.0001], [2.6741, 3.9455, -3.5361], [3.3324, 3.5409, -1.9614], [5.1916, 3.2135, -3.4110], [4.1405, 3.1662, -4.8122]],
  "nbo_charge": [-0.463, 0.091, 0.037, 0.120, 0.220, -0.431, 0.109, 0.028, 0.078, 0.228, -0.247, -0.051, 0.031, 0.019, 0.237, -0.274, 0.058, -0.006, 0.001, 0.224, -0.116, -0.114, -0.474, 0.973, -0.645, -0.488, 0.233, 0.214, 0.218, 0.189, -0.103, -0.105, -0.476, 0.967, -0.593, -0.483, 0.206, 0.183, 0.213, 0.191, -0.113, -0.098, -0.469, 0.967, -0.604, -0.471, 0.200, 0.211, 0.198, 0.182],
  "molar_mass_g_mol": 1008.4,
  "energy_ev": -527554.2217,
  "e_homo_ha": -0.37277,
  "homo_lumo_gap_ha": 0.3593,
  "multiplicity": 1
}



{
  "formula": "C13H16Br9NO5",
  "method": "ωB97M-V/def2-TZVPD",
  "symbols": ["C", "C", "C", "C", "C", "C", "N", "O", "O", "H", "H", "H", "H", "H", "C", "C", "O", "C", "O", "O", "C", "H", "H", "H", "H", "H", "H", "H", "H", "C", "Br", "Br", "Br", "H", "C", "Br", "Br", "Br", "H", "C", "Br", "Br", "Br", "H"],
  "xyz": [[10.5845, 10.5559, -8.3967], [10.4528, 9.1805, -8.4046], [10.8232, 8.4432, -7.2953], [11.4070, 9.0829, -6.2220], [11.5638, 10.4520, -6.2114], [11.1408, 11.1968, -7.3047], [11.8146, 8.3072, -5.0489], [11.3030, 7.2250, -4.8908], [12.6459, 8.7988, -4.3039], [10.3342, 11.1208, -9.2865], [10.1413, 8.6487, -9.2936], [10.7577, 7.3637, -7.2766], [12.0447, 10.9258, -5.3645], [11.3488, 12.2563, -7.2906], [7.7969, 12.3691, -10.1049], [7.7067, 11.3827, -11.2532], [8.7868, 10.4496, -11.1104], [9.2639, 9.9134, -12.2336], [8.7887, 10.0111, -13.3338], [10.3508, 9.2087, -11.9137], [10.9718, 8.5169, -12.9844], [7.2731, 13.3002, -10.3089], [8.8573, 12.5842, -9.9609], [7.4436, 11.9780, -9.1501], [7.7515, 11.8896, -12.2154], [6.7620, 10.8333, -11.2413], [10.4082, 7.6189, -13.2510], [11.9708, 8.2457, -12.6606], [11.0326, 9.0999, -13.9038], [10.4149, 15.2285, -7.9985], [9.8607, 16.8929, -8.7479], [11.4514, 14.2196, -9.2770], [8.8629, 14.2045, -7.4720], [11.0084, 15.3854, -7.1100], [14.9541, 12.9813, -6.4353], [15.6615, 12.9077, -8.2293], [13.4792, 14.2103, -6.3327], [16.3192, 13.4751, -5.1781], [14.6032, 11.9827, -6.2215], [11.4446, 18.4413, -4.9374], [11.2139, 17.1094, -3.5734], [9.7470, 19.1175, -5.5297], [12.5130, 17.7949, -6.3930], [11.9800, 19.2594, -4.4814]],
  "nbo_charge": [-0.120, -0.230, -0.182, 0.016, -0.204, -0.230, 0.532, -0.367, -0.386, 0.217, 0.233, 0.240, 0.239, 0.221, -0.635, -0.076, -0.511, 0.988, -0.635, -0.503, -0.261, 0.225, 0.217, 0.213, 0.203, 0.185, 0.188, 0.198, 0.202, -0.503, 0.114, 0.089, 0.086, 0.219, -0.493, 0.086, 0.075, 0.104, 0.230, -0.505, 0.096, 0.099, 0.097, 0.227],
  "molar_mass_g_mol": 985.4,
  "energy_ev": -655846.8701,
  "e_homo_ha": -0.36512,
  "homo_lumo_gap_ha": 0.3540,
  "multiplicity": 1,
  "de_lowest_kj_mol": 0.0
}



{
  "formula": "C13H16BrINO14",
  "method": "ωB97M-V/def2-TZVPD",
  "symbols": ["O", "N", "O", "C", "Br", "I", "C", "C", "O", "C", "O", "O", "H", "H", "H", "H", "C", "C", "O", "C", "O", "O", "H", "H", "H", "H", "C", "C", "O", "C", "O", "O", "H", "H", "H", "H", "C", "C", "O", "C", "O", "O", "H", "H", "H", "H"],
  "xyz": [[1.9748, 0.7507, -1.7922], [1.7275, 1.3708, -0.7695], [1.3299, 2.6049, -1.1255], [2.4553, 3.3017, -1.7770], [2.8956, 4.9915, -0.7931], [1.8323, 3.9378, -3.8174], [0.9719, -2.8752, -3.7801], [0.8217, -1.3884, -3.7816], [1.0991, -1.0347, -5.1232], [0.8470, -2.1390, -5.8852], [0.8182, -2.1425, -7.1045], [0.6306, -3.2379, -5.1048], [0.3057, -3.3603, -3.0614], [2.0012, -3.1913, -3.5811], [-0.1971, -1.0709, -3.5355], [1.5213, -0.8988, -3.0986], [0.3374, -7.4639, -4.9406], [-0.9031, -7.1626, -4.1638], [-0.4098, -6.5504, -2.9874], [0.8163, -6.0338, -3.2930], [1.4527, -5.2923, -2.5630], [1.2366, -6.4544, -4.5218], [0.1748, -7.4144, -6.0207], [0.7615, -8.4416, -4.6888], [-1.5595, -6.4556, -4.6820], [-1.4722, -8.0646, -3.9224], [-1.0748, 3.2943, 1.6825], [-0.5444, 2.6616, 2.9280], [0.2572, 3.6806, 3.4948], [-0.2095, 4.8684, 3.0101], [0.1385, 5.9635, 3.4190], [-1.1166, 4.6707, 2.0093], [-2.0711, 2.9276, 1.4209], [-0.4075, 3.1547, 0.8256], [-1.3386, 2.4015, 3.6357], [0.0524, 1.7693, 2.7198], [-1.2588, 4.6907, 7.4592], [-1.6022, 4.0806, 6.1390], [-1.5272, 2.6907, 6.3934], [-1.7166, 2.5220, 7.7348], [-1.8825, 1.4418, 8.2764], [-1.6972, 3.7192, 8.3903], [-1.7700, 5.6433, 7.6233], [-0.1811, 4.8388, 7.5838], [-2.6195, 4.3268, 5.8166], [-0.9002, 4.3694, 5.3519]],
  "nbo_charge": [-0.326, 0.374, -0.493, -0.303, -0.139, -0.099, -0.102, -0.115, -0.469, 0.966, -0.600, -0.505, 0.203, 0.197, 0.173, 0.244, -0.101, -0.102, -0.483, 0.967, -0.584, -0.472, 0.208, 0.180, 0.190, 0.199, -0.115, -0.103, -0.491, 0.964, -0.591, -0.477, 0.195, 0.222, 0.177, 0.216, -0.099, -0.114, -0.486, 0.963, -0.583, -0.486, 0.203, 0.189, 0.179, 0.229],
  "molar_mass_g_mol": 617.1,
  "energy_ev": -122035.4754,
  "e_homo_ha": -0.13621,
  "homo_lumo_gap_ha": 0.2048,
  "charge": -1,
  "multiplicity": 1
}



{
  "formula": "C13H16CaIN3S",
  "method": "ωB97M-V/def2-TZVPD",
  "symbols": ["C", "C", "H", "H", "H", "H", "H", "H", "Ca", "C", "H", "H", "H", "I", "N", "C", "C", "C", "C", "C", "C", "N", "C", "C", "C", "S", "C", "N", "H", "H", "H", "H", "H", "H", "H"],
  "xyz": [[0.5936, -1.3513, -4.2614], [0.4947, 0.1593, -4.2934], [1.6430, -1.6599, -4.3314], [0.0287, -1.7234, -5.1298], [0.1487, -1.8846, -3.3878], [0.8494, 0.6905, -3.3965], [1.1193, 0.5453, -5.1092], [-0.5321, 0.4817, -4.4933], [0.0464, -0.4908, -1.5509], [-1.0942, 1.5784, -2.3000], [-0.2653, 2.2848, -2.3741], [-1.7587, 1.8548, -1.4877], [-1.6242, 1.5454, -3.2524], [0.7307, -3.3694, -1.2635], [-0.4669, -0.2314, 2.9951], [0.7187, 0.4679, 3.1849], [1.1549, 1.1113, 4.3291], [2.2627, 1.9725, 4.1973], [2.8884, 2.1267, 2.9301], [2.4036, 1.4961, 1.7647], [1.2422, 0.7045, 1.8933], [0.3268, 0.1873, 0.9618], [-0.7146, -0.3318, 1.6711], [-1.8728, -1.0517, 1.1712], [-2.8080, -1.7111, 1.9442], [-3.7515, -2.7734, 0.9360], [-2.8497, -2.2410, -0.4616], [-1.9458, -1.2999, -0.1981], [-1.0405, -0.6259, 3.7319], [0.5705, 0.9436, 5.2421], [2.6102, 2.5250, 5.0845], [3.7784, 2.7626, 2.8921], [2.9031, 1.5662, 0.7867], [-2.8807, -1.5697, 3.0276], [-2.9089, -2.6886, -1.4524]],
  "nbo_charge": [-0.653, -0.626, 0.221, 0.224, 0.181, 0.174, 0.218, 0.236, 1.699, -1.400, 0.177, 0.183, 0.182, -0.865, -0.512, 0.092, -0.230, -0.208, -0.214, -0.228, 0.173, -0.568, 0.387, 0.057, -0.408, 0.470, -0.090, -0.485, 0.419, 0.218, 0.225, 0.224, 0.228, 0.244, 0.253],
  "molar_mass_g_mol": 413.3,
  "energy_ev": -55586.6813,
  "e_homo_ha": -0.24053,
  "homo_lumo_gap_ha": 0.2190,
  "multiplicity": 1,
  "de_lowest_kj_mol": 0.0
}



{
  "formula": "C13H16CdCl3NO4S3Si",
  "method": "ωB97M-V/def2-TZVPD",
  "symbols": ["Cd", "O", "C", "O", "C", "C", "C", "C", "C", "N", "C", "O", "O", "H", "H", "H", "H", "C", "C", "S", "C", "C", "S", "C", "C", "S", "H", "H", "H", "H", "H", "H", "H", "H", "H", "H", "H", "H", "Cl", "Si", "Cl", "Cl"],
  "xyz": [[-0.0950, -0.6048, -0.2151], [-3.5926, 1.3039, 2.5593], [-2.9119, 0.4736, 1.7586], [-2.9388, 0.5410, 0.5572], [-2.1315, -0.5528, 2.5149], [-2.3128, -0.7842, 3.8635], [-1.5909, -1.8187, 4.4529], [-0.7488, -2.5833, 3.6728], [-0.6126, -2.2685, 2.3230], [-1.2764, -1.2611, 1.7727], [0.2913, -3.1088, 1.4073], [0.8061, -4.0950, 1.9066], [0.3740, -2.6992, 0.2025], [-4.0617, 1.9302, 1.9882], [-3.0025, -0.1770, 4.4302], [-1.7016, -2.0237, 5.5094], [-0.1808, -3.4176, 4.0580], [-1.3355, 0.3689, -3.3465], [-1.1722, 1.7956, -2.8368], [-0.8017, 2.0670, -1.0678], [0.9534, 2.2056, -1.1792], [2.3227, 0.1445, -0.7488], [2.8261, -1.3024, -1.3456], [2.6306, -1.1403, -3.1769], [1.4544, -0.2462, -3.5177], [-0.1310, -0.8815, -2.8692], [-1.4151, 0.3763, -4.4356], [-2.2683, -0.0562, -2.9688], [-2.1084, 2.3187, -3.0422], [-0.3914, 2.3140, -3.3942], [2.4070, 3.1302, 0.3901], [1.2787, 2.7970, -2.0318], [3.6638, 1.6718, 0.6928], [3.1122, 2.2427, -0.9804], [2.4373, -2.1761, -3.4637], [3.5201, -0.8001, -3.7098], [1.3672, -0.1621, -4.6024], [1.5931, 0.7431, -3.0806], [2.2326, 0.0913, 3.0509], [1.0912, 1.3057, 1.8466], [2.3087, 1.7401, -0.1232], [0.1110, 2.5985, 3.1787]],
  "nbo_charge": [1.535, -0.666, 0.772, -0.589, 0.056, -0.194, -0.160, -0.183, 0.112, -0.505, 0.740, -0.638, -0.859, 0.505, 0.243, 0.227, 0.261, -0.548, -0.557, 0.260, -0.875, -0.955, 0.435, -0.562, -0.546, 0.196, 0.228, 0.241, 0.237, 0.217, -0.065, 0.202, -0.201, 0.087, 0.236, 0.228, 0.230, 0.248, -0.413, 0.821, 0.647, -0.449],
  "molar_mass_g_mol": 593.3,
  "energy_ev": -105922.9008,
  "e_homo_ha": [-0.25016, -0.24943],
  "homo_lumo_gap_ha": [0.2195, 0.2188],
  "multiplicity": 1,
  "de_lowest_kj_mol": 1900.4
}



{
  "formula": "C13H16Cl4N3O2S",
  "method": "ωB97M-V/def2-TZVPD",
  "symbols": ["C", "C", "Cl", "C", "Cl", "N", "C", "C", "C", "O", "C", "N", "C", "C", "C", "S", "C", "N", "C", "O", "H", "H", "H", "H", "H", "H", "H", "H", "H", "H", "H", "H", "H", "H", "C", "Cl", "Cl", "H", "H"],
  "xyz": [[-1.1662, -3.1627, -0.5461], [-0.3528, -3.2112, 0.7032], [-0.4035, -4.7072, 1.5427], [0.4013, -2.2185, 1.1797], [1.3319, -2.2953, 2.6090], [0.4288, -0.9685, 0.4334], [-0.3477, 0.0872, 0.7870], [-1.2313, 0.0298, 1.9950], [-0.7172, 1.0015, 3.0740], [0.7110, 0.8533, 3.0691], [-1.0415, 2.4905, 2.8592], [-2.4267, 2.8202, 2.5360], [-0.2989, 1.2147, 0.0085], [0.5230, 1.3007, -1.0951], [1.3068, 0.2116, -1.4445], [2.3587, 0.2668, -2.8779], [1.2586, -0.9198, -0.6442], [2.0548, -2.0416, -0.9527], [3.1250, -2.0617, -0.3353], [4.0842, -2.0458, 0.2752], [-2.1687, -3.5486, -0.3823], [-1.2597, -2.1643, -0.9661], [-0.6765, -3.7992, -1.2857], [-1.2040, -0.9639, 2.4364], [-2.2702, 0.1954, 1.7164], [-1.0671, 0.7117, 4.0654], [1.0252, 0.8511, 3.9775], [-0.3499, 2.9402, 2.1486], [-0.8271, 2.9868, 3.8061], [-2.9832, 2.7278, 3.3753], [-2.8173, 2.2403, 1.8069], [-0.9185, 2.0631, 0.2473], [0.5573, 2.2040, -1.6861], [3.4163, 0.9541, -2.4032], [0.5160, 1.0408, -6.0419], [1.4386, 2.0571, -7.1496], [-1.1044, 1.6879, -5.7436], [0.4220, 0.0500, -6.4716], [1.0405, 0.9979, -5.0949]],
  "nbo_charge": [-0.664, 0.009, 0.093, 0.018, 0.106, -0.341, 0.357, -0.493, 0.096, -0.743, -0.255, -0.822, -0.246, -0.057, -0.229, 0.042, 0.437, -0.581, 0.925, -0.388, 0.260, 0.220, 0.259, 0.251, 0.253, 0.193, 0.493, 0.194, 0.216, 0.370, 0.345, 0.256, 0.261, 0.166, -0.402, -0.007, -0.031, 0.224, 0.214],
  "molar_mass_g_mol": 420.2,
  "energy_ev": -83223.4740,
  "e_homo_ha": -0.45709,
  "homo_lumo_gap_ha": 0.2959,
  "charge": 1,
  "multiplicity": 1
}



{
  "formula": "C13H16ClN2O2P",
  "method": "ωB97M-V/def2-TZVPD",
  "symbols": ["O", "P", "O", "N", "C", "C", "C", "C", "C", "C", "N", "C", "C", "C", "Cl", "C", "C", "C", "C", "H", "H", "H", "H", "H", "H", "H", "H", "H", "H", "H", "H", "H", "H", "H", "H"],
  "xyz": [[-3.8494, 1.8474, 5.1105], [-2.2559, 1.5634, 5.5875], [-1.5616, 3.0580, 5.9434], [-1.4275, 0.9152, 4.0830], [-0.3470, 0.0721, 4.1649], [0.3060, -0.4944, 2.9688], [-0.2583, -0.1138, 1.6736], [0.2531, -0.6337, 0.2972], [-0.4466, -1.7574, -0.3696], [0.0834, -2.1512, -1.6852], [1.1571, -1.5057, -2.2606], [1.6739, -1.8827, -3.6285], [0.9704, -0.9223, -4.6761], [1.7443, 0.4298, -4.9272], [0.6300, 1.8011, -5.3961], [1.8296, -0.4724, -1.6282], [1.4075, 0.0265, -0.3143], [-1.4068, 0.8371, 1.6074], [-1.9574, 1.3246, 2.8553], [-4.0342, 2.8141, 5.1281], [-1.8434, 3.6643, 5.2231], [0.0726, -0.2435, 5.1569], [1.1827, -1.1766, 3.0371], [-1.3155, -2.2654, 0.1059], [-0.4366, -2.9894, -2.2172], [1.3986, -2.9584, -3.8145], [2.7917, -1.8249, -3.6371], [0.8738, -1.4292, -5.6794], [-0.0707, -0.6714, -4.3150], [2.4411, 0.3022, -5.8042], [2.3687, 0.7785, -4.0669], [2.7124, 0.0082, -2.1035], [1.9516, 0.8782, 0.1649], [-1.8130, 1.1498, 0.6102], [-2.8244, 2.0219, 2.8055]],
  "nbo_charge": [-0.952, 1.519, -0.915, -0.581, 0.125, -0.213, 0.039, 0.016, -0.201, 0.104, -0.280, -0.223, -0.449, -0.378, -0.033, 0.106, -0.201, -0.205, 0.078, 0.515, 0.488, 0.279, 0.281, 0.282, 0.273, 0.253, 0.249, 0.264, 0.233, 0.247, 0.195, 0.266, 0.279, 0.273, 0.267],
  "molar_mass_g_mol": 298.7,
  "energy_ev": -42610.4769,
  "e_homo_ha": -0.57148,
  "homo_lumo_gap_ha": 0.2929,
  "charge": 2,
  "multiplicity": 1
}